75
Properties=species:S:1:pos:R:3:lowdin_charge:R:1 method="wB97M-V/def2-TZVPD" gap_ev=5.180 total_charge=-1 fmax_ev_per_a=7.65 e_homo_ev=-2.73 mol_weight_g_mol=608.531
Sc -0.25849 -0.81581 -0.13874 0.3777
P -2.74559 -0.20921 -0.25764 0.9421
P -0.10529 1.21359 1.18666 0.9486
O -0.41389 1.05329 -0.80874 -0.4145
O 2.80881 -1.85831 1.06356 0.0835
O 0.16091 -0.97961 1.80246 -0.2550
O 1.63901 1.80979 -1.34104 -0.0043
N 1.77231 -0.16831 -0.13874 0.0867
N 0.24211 -1.63301 -1.94444 -0.0809
N -1.62649 -2.33911 -0.18934 -0.2269
C -0.75379 -1.13561 3.96186 -0.0933
C 0.95851 3.19959 -3.41194 -0.1042
C 2.80461 -0.80701 0.43716 -0.4377
C 4.60531 1.99789 -0.89024 0.0073
C -0.66809 -1.52081 2.60796 -0.3859
C -2.89959 0.56179 -1.91384 -0.2149
C -1.55749 -2.55141 2.24296 -0.1241
C 1.09461 2.31029 -4.46904 -0.1461
C 5.33631 -0.29451 0.61266 0.0026
C 4.03271 -0.05661 0.22376 -0.0902
C -0.23109 -3.00311 -2.02444 -0.2504
C 5.93601 1.78749 -0.51254 -0.0800
C -1.63409 -3.06201 -1.44774 -0.2042
C 0.45651 2.75319 -2.17994 -0.0841
C -1.57449 -3.07861 0.86246 -0.0813
C -0.28739 0.98739 2.99676 -0.2555
C 0.25491 0.55149 -3.02664 -0.1549
C 3.68001 1.04929 -0.50134 -0.0800
C 0.73601 0.98079 -4.27914 -0.0724
C 0.07251 1.41939 -1.93094 -0.4735
C 6.29961 0.64739 0.23486 -0.0792
C 1.11231 2.58479 1.16116 -0.1655
C -1.62649 -1.73111 4.88536 -0.0744
C -2.42689 -3.17881 3.15716 -0.0626
C -4.43429 -0.90071 -0.07414 -0.2390
C -2.89249 1.27419 0.83146 -0.3653
C -1.64569 2.15299 0.79776 -0.3400
C -0.11329 -0.87541 -2.92214 -0.0844
C -2.46419 -2.76181 4.48276 -0.1353
C 2.24421 0.95009 -0.71474 -0.3470
H -4.57939 -1.28731 0.93886 0.0405
H 0.74191 -2.38451 -0.13874 0.0317
H 1.23711 4.24089 -3.52164 0.0844
H -0.53119 1.92719 3.50086 0.0641
H -1.99929 1.13199 -2.16024 0.0330
H -3.08449 -3.96961 2.81646 0.0997
H 5.58211 -1.18001 1.18616 0.1148
H 0.44361 -3.63321 -1.43354 0.0886
H 1.48331 2.64459 -5.42254 0.0782
H -3.14439 -3.22471 5.18636 0.0818
H -3.76229 1.87219 0.53676 0.0758
H -0.10359 -0.32591 4.29246 0.0796
H 0.35271 3.46379 -1.36014 0.1272
H -1.76949 2.98189 1.50386 0.0809
H -5.20409 -0.14701 -0.26454 0.0405
H -1.57549 -4.18001 0.79416 0.1415
H -0.21309 -3.39821 -3.04754 0.1127
H -3.75759 1.23819 -1.96854 0.0496
H 7.33721 0.49819 0.52056 0.0920
H -1.96579 -4.10351 -1.35704 0.1155
H -4.58579 -1.72661 -0.77534 0.0359
H 2.08591 2.23649 1.51806 0.0636
H 0.84881 0.26529 -5.08494 0.0948
H 1.24141 2.95989 0.14156 0.0360
H -2.34359 -2.56931 -2.12254 0.1046
H -1.53149 2.60259 -0.19574 0.0843
H -0.69569 -1.26791 -3.77324 0.1345
H 0.64301 0.60369 3.42616 0.0685
H 0.79641 3.41979 1.79356 0.0537
H 4.29301 2.86219 -1.46384 0.1170
H -1.07909 0.26599 3.21866 0.0191
H 6.69571 2.50989 -0.79824 0.0920
H -3.02559 -0.20881 -2.68034 0.0439
H -1.63779 -1.37181 5.90746 0.0949
H -3.08099 0.92999 1.85536 0.0836



84
Properties=species:S:1:pos:R:3:lowdin_spin:R:1 method="wB97M-V/def2-TZVPD" gap_ev="7.528 / 7.645" total_charge=-1 fmax_ev_per_a=5.36 e_homo_ev="-5.13 / -5.54" spin_multiplicity=3 mol_weight_g_mol=712.498
V -0.13328 0.43142 0.20446 1.8266
S 1.94601 1.97674 -1.51641 0.0026
O 1.24949 0.37036 1.22477 -0.0462
O 1.91487 2.86533 -2.65679 0.0013
O -0.51728 2.15231 1.41982 0.0061
O -0.70720 4.38100 1.17847 0.0041
O -0.58930 -1.07471 1.86469 0.0711
O 2.55606 0.69001 -1.72710 0.0036
N -1.78261 -0.62232 -3.10607 0.0002
N 1.43442 -0.20141 2.34824 -0.0437
N -0.45088 -2.13276 -1.43951 0.0042
N -2.17720 0.00086 0.02443 0.0042
N -2.58327 -1.05739 -0.74302 0.0062
N 0.47711 -1.37010 -0.80115 0.0016
N -1.61546 0.70544 -2.94785 0.0013
N 0.48752 1.78029 -0.87501 -0.0034
N 0.43432 -0.95794 2.65793 0.0807
C 1.60668 -1.62800 4.69379 0.0136
C -0.52239 3.24609 0.75011 0.0022
C -1.71663 1.24950 -4.15471 0.0001
C -1.94653 0.25049 -5.11737 0.0001
C 4.27217 2.87243 1.69006 0.0001
C -1.99029 -0.92627 -4.40973 0.0000
C -0.79977 -4.52655 -2.14097 0.0011
C -3.77694 -1.50587 -0.32604 0.0020
C 5.22927 5.01470 2.61016 0.0000
C 1.52199 -2.16936 -0.53526 0.0080
C -0.57483 -3.19721 5.39269 -0.0020
C 4.42598 4.25100 1.59098 -0.0003
C 3.09354 4.21759 -0.42052 -0.0003
C -0.60521 -2.47452 4.21353 0.0146
C 1.23664 -3.46324 -0.98114 0.0021
C -0.29895 2.99651 -0.75366 0.0094
C -3.22887 1.29914 1.94931 0.0004
C -4.49848 -2.67631 -0.90784 0.0005
C -1.60038 2.71211 -4.43905 0.0000
C 1.62329 -2.36067 5.86409 -0.0017
C 0.48603 -1.68678 3.86012 -0.0033
C -3.15748 0.22420 0.91552 0.0035
C 2.85182 -1.77162 0.02556 0.0009
C 3.84090 4.91224 0.51502 0.0000
C 2.93412 2.84546 -0.29566 -0.0004
C -0.02185 -3.40288 -1.53869 0.0062
C 0.53663 -3.15054 6.22128 0.0162
C 3.53938 2.16625 0.74876 -0.0001
C -4.18337 -0.70567 0.72118 0.0008
C -2.26890 -2.29851 -4.93162 0.0000
B -1.82462 -1.63266 -1.95475 0.0010
H -2.33256 3.29161 -3.87454 0.0000
H 2.49107 -2.31538 6.50956 -0.0005
H 2.64226 4.71812 -1.26643 0.0000
H -0.60608 3.06428 -4.17694 0.0000
H -5.09648 -0.79405 1.28553 0.0000
H 1.87006 -4.33053 -0.89587 0.0000
H 3.44456 1.09394 0.81525 0.0000
H -1.72327 -4.70716 -1.58923 0.0003
H -3.89271 -3.58038 -0.84014 0.0001
H -3.82144 2.13599 1.57339 0.0001
H -2.07649 0.37457 -6.18058 0.0000
H 3.56273 -2.57241 -0.17535 0.0001
H 2.82982 -1.59708 1.09858 0.0003
H 6.15384 5.39107 2.16709 0.0000
H -3.17013 -2.71564 -4.47786 0.0000
H -1.43111 -3.79707 5.67252 -0.0005
H 3.18151 -0.86930 -0.48144 -0.0001
H 5.48898 4.37698 3.45419 0.0000
H 2.43846 -1.00383 4.40525 0.0010
H -4.74319 -2.51015 -1.95719 0.0001
H 4.66378 5.86996 2.98198 0.0000
H -2.24914 1.67627 2.21480 0.0002
H 3.97060 5.98325 0.40974 0.0000
H -1.44175 -2.98287 -4.73519 0.0000
H 0.55477 -3.71963 7.14158 0.0010
H -1.06307 -4.32018 -3.17822 0.0002
H 4.73284 2.34191 2.51539 0.0000
H -1.76219 2.88416 -5.50317 0.0000
H -1.28506 2.82280 -1.19585 0.0005
H -2.41323 -2.58120 -2.36942 0.0000
H -2.42171 -2.23813 -6.00810 0.0000
H 0.17290 3.84993 -1.23637 0.0009
H -1.45860 -2.49464 3.55112 0.0013
H -3.71902 0.90180 2.83898 0.0001
H -5.42134 -2.83334 -0.35177 0.0000
H -0.19587 -5.43187 -2.10634 0.0000



84
Properties=species:S:1:pos:R:3:lowdin_charge:R:1 method="wB97M-V/def2-TZVPD" gap_ev=7.181 fmax_ev_per_a=1.38 e_homo_ev=-7.21 mol_weight_g_mol=930.986
Hf 0.03652 -0.83850 -0.23903 1.8452
Br 2.54236 -2.03541 -2.99395 0.9127
P -2.10325 -1.82177 -2.51287 0.5097
P -1.43950 -3.55582 -0.32742 0.3464
O -3.12924 -0.80036 -1.94035 -0.1239
O -0.03576 -3.23974 -0.75987 -0.3459
O -0.69702 -1.37294 -2.24328 -0.4119
O 0.20546 -2.06096 1.47634 -0.2180
O -1.82076 -4.34775 -2.86648 -0.0466
O -2.09360 -2.13954 0.29309 -0.2243
O -2.37427 -1.84361 -4.08104 -0.0706
O -1.73846 -4.69482 0.54385 -0.2416
O 1.45221 -3.02662 3.05005 0.0937
N -1.45354 1.03422 -1.35780 -0.0773
N -1.46739 0.33275 1.21474 -0.0527
N 1.35039 0.53417 -1.39407 -0.1183
N 2.19440 -2.19356 -0.29926 0.0104
N 1.51521 0.31850 1.22103 -0.0257
C 2.82621 2.43405 -1.43834 -0.0197
C -3.03275 4.15493 -0.11628 -0.0826
C -3.89231 -3.80658 -1.67706 -0.0498
C -3.55161 1.56155 1.43824 -0.0217
C 1.09478 0.81214 -2.80757 -0.3037
C 1.30258 1.43940 3.46257 -0.1642
C -4.10991 3.87437 0.70279 -0.1085
C -0.08560 2.00896 3.17611 -0.1922
C 0.12843 1.98530 -3.01780 -0.1530
C -1.29398 1.51815 -2.72455 -0.2141
C 4.28757 -3.99997 0.14990 -0.0301
C 3.65207 1.43390 1.31258 -0.0194
C 4.59468 2.39750 1.05894 -0.0772
C -1.99248 1.88072 -0.48285 -0.2200
C 2.46411 1.03686 0.63980 -0.2145
C 4.02780 -3.51654 -1.12169 -0.0930
C 1.27274 -2.59714 1.92718 -0.5912
C 2.23175 1.33753 -0.78358 -0.2120
C 1.59943 0.16026 2.67192 -0.2224
C 2.39077 -2.75003 0.90049 -0.1608
C -2.32282 1.25527 0.80587 -0.2383
C -1.58948 -0.05305 2.61801 -0.2256
C -1.26281 1.11275 3.58023 -0.1558
C 3.44034 -3.61762 1.17815 0.0243
C 2.97652 -2.62391 -1.27134 -0.6999
C 3.78803 3.35382 -1.05359 -0.0791
C -4.37514 2.65490 1.31887 -0.0778
C 4.61501 3.34968 0.04665 -0.1071
C -2.42629 -3.50867 -1.89541 -0.5863
C -2.14671 3.26259 -0.69113 -0.0209
H 2.43871 2.64919 -2.41965 0.0818
H 0.62698 -0.06498 -3.25063 0.0464
H -2.56167 0.00156 -1.60103 0.0353
H 3.84869 0.86835 2.21312 0.0990
H 0.38131 2.82012 -2.36335 0.0973
H -1.51901 0.69065 -3.40512 0.1006
H 5.35410 4.13445 0.12382 0.0965
H 5.10285 -4.68941 0.31417 0.1142
H 4.60089 -3.81924 -1.98348 0.1004
H -5.31404 2.59351 1.85722 0.1079
H 2.04180 0.98492 -3.33198 0.0992
H -2.60562 -0.40084 2.85660 0.1090
H -1.08353 0.68904 4.57093 0.1184
H 5.40521 2.45845 1.77733 0.1090
H 3.95095 4.15461 -1.76586 0.1074
H -2.01268 2.32178 -2.93329 0.1226
H 0.87570 -0.57397 2.99409 0.0759
H 3.53246 -3.99118 2.18719 0.1238
H -2.39507 -2.35842 1.18472 0.0988
H -0.93004 -0.89723 2.79566 0.0817
H -0.15601 2.23662 2.11172 0.0981
H 2.05059 2.20230 3.23386 0.1023
H 2.58067 -0.22935 2.97173 0.1171
H -4.41097 -3.89073 -2.62957 0.0899
H -4.80448 4.68075 0.89427 0.0952
H -0.17653 2.95349 3.72018 0.1113
H -4.32913 -2.99398 -1.09809 0.0820
H -1.46743 3.69715 -1.41303 0.1004
H -2.14768 1.75114 3.63832 0.0983
H -2.92222 5.18735 -0.42964 0.1073
H -3.99220 -4.73995 -1.12487 0.0893
H -2.02797 -2.63552 -4.50078 0.0875
H 0.18671 2.31539 -4.05731 0.1223
H 1.38768 1.19454 4.52483 0.1193
H -3.93047 0.77045 2.07805 0.1090
H -1.13323 -4.87036 -2.43089 0.1011



Number 1: DFT total energy -3072.5534 hartree. Number 2: DFT total energy -3476.2535 hartree. Number 3: DFT total energy -5420.8480 hartree.